Formula: C18H21N2O6RuS2SeSi
Source: the Open Molecules 2025 dataset
Level of theory: ωB97M-V/def2-TZVPD

Structure (XYZ):
```
52
Properties=species:S:1:pos:R:3:lowdin_charge:R:1
Ru -0.2847 2.1606 0.9066 1.448
S 1.6768 -1.5838 2.3059 1.089
C 2.5139 -1.0802 0.8696 -0.463
C 3.5947 -1.6804 0.2358 -0.082
C 4.1070 -1.0619 -0.8871 -0.096
C 3.5560 0.1305 -1.3723 -0.080
C 2.4748 0.7219 -0.7553 0.007
C 1.9557 0.0963 0.3728 -0.291
N 0.9084 0.5461 1.1543 -0.085
C 0.6547 -0.2237 2.1811 -0.559
C -0.4346 0.1955 3.0371 -0.222
C -0.8185 -0.4250 4.2176 -0.033
C -1.8345 0.1357 4.9733 -0.091
C -2.4388 1.3122 4.5444 -0.093
C -2.0453 1.9274 3.3620 -0.103
C -1.0408 1.3753 2.5740 -0.175
H 4.0200 -2.6017 0.6100 0.107
H 4.9467 -1.5093 -1.4028 0.101
H 3.9786 0.5892 -2.2564 0.106
H 2.0289 1.6382 -1.1174 0.104
H -0.3256 -1.3333 4.5435 0.108
H -2.1487 -0.3317 5.8971 0.098
H -3.2198 1.7615 5.1460 0.098
H -2.5175 2.8597 3.0684 0.088
N -2.1735 2.7079 0.1307 -0.032
C -2.6344 2.0112 -1.0576 -0.102
C -1.5157 1.1106 -1.5047 -0.614
O -1.4890 0.6400 -2.6104 0.090
O -0.7026 0.7982 -0.5130 -0.252
H -2.8807 2.8095 0.8507 0.105
H -1.8520 3.6458 -0.1028 0.087
H -2.9516 2.6860 -1.8492 0.133
H -3.4728 1.3578 -0.8093 0.141
O 0.5774 3.5796 -0.6951 -0.374
S 0.8354 4.2791 0.5938 0.327
O 1.4063 5.5781 0.5288 -0.260
O -0.5449 4.2061 1.2920 -0.435
O 1.5577 3.2485 1.4331 -0.364
C 0.2625 -4.5955 -2.1337 -0.268
Si -0.3523 -2.8028 -2.2572 -0.017
C -1.9050 -2.8223 -3.3332 -0.246
C 0.9952 -1.8064 -3.1275 -0.223
Se -0.7674 -2.0855 -0.2097 0.245
H 0.3704 -5.0622 -3.1221 0.010
H -0.4434 -5.1886 -1.5507 0.007
H 1.2326 -4.6284 -1.6327 0.007
H -1.7047 -3.2702 -4.3136 0.013
H -2.2646 -1.8025 -3.4827 0.004
H -2.6875 -3.4027 -2.8413 0.012
H 1.2693 -2.2599 -4.0875 0.017
H 1.8853 -1.7606 -2.4966 -0.004
H 0.6425 -0.7899 -3.3065 0.012
```

Charge: -1
E_LUMO (spin up / spin down): 1.53 / 1.54 eV
Spin multiplicity: 1
Calculated total energy: -131752.051 eV